(1)
A molecular structure, C24H37O2SiW at a distorted geometry. Source: the OMol25 dataset; level of theory: ωB97M-V/def2-TZVPD.

Orbital gap (spin up / spin down) in eV: 7.027 / 6.522
Highest occupied orbital energy (spin up / spin down) in eV: -10.76 / -10.41
2S+1: 3
Net charge: +1
Expectation value of S²: 2.024
Maximum force in Eh/bohr: 0.152

Element x y z (Å)
O 1.56836 -0.54800 0.50017
C 2.26136 -1.72806 0.00536
C 2.66944 -2.13724 1.42143
H 3.11293 -1.48311 -0.63984
H 1.53644 -2.39522 -0.47648
C 1.87172 -0.89428 1.87954
H 3.74807 -2.08256 1.57910
H 2.25295 -3.09658 1.73627
C 2.66315 0.24097 2.49163
H 3.50828 0.51569 1.84424
H 3.04753 -0.03417 3.47729
H 2.00109 1.10408 2.61644
C 0.64500 -1.23420 2.69681
H 0.17029 -2.15127 2.33139
H -0.08177 -0.41233 2.65990
H 0.94736 -1.38547 3.74228
W -1.70591 0.63622 -0.56734
C -3.55704 -0.39975 -0.37553
C -2.97794 -0.63706 -1.67700
C -1.70992 -1.29464 -1.49116
H -3.44210 -0.41842 -2.63037
C -1.49132 -1.43891 -0.07138
C -2.63771 -0.88912 0.62150
H -2.81772 -0.95017 1.68707
H -4.54922 -0.01222 -0.18256
H -1.07577 -1.70459 -2.26788
H -0.68287 -1.99751 0.38233
C -1.80145 3.23463 -0.42755
C -1.85916 2.50103 0.90729
C -0.63867 1.84198 1.16764
H -2.71206 2.56338 1.58487
C 0.25157 2.07927 0.03226
C -0.42836 2.84224 -0.92514
H -0.01664 3.17539 -1.87450
H -2.04237 4.30693 -0.42194
H -0.35090 1.36520 2.09783
H 1.28823 1.76161 -0.00105
O 5.43508 -2.77907 0.90923
C 5.81787 -3.16005 2.25400
C 7.19092 -3.85315 2.24262
H 5.04581 -3.83519 2.65907
H 5.80028 -2.25684 2.88625
C 7.43857 -4.16591 0.75187
H 7.18030 -4.74919 2.87030
H 7.94688 -3.14993 2.60895
C 6.48596 -3.20402 0.01196
H 7.14398 -5.20200 0.54717
H 8.48062 -4.01281 0.46220
H 6.03284 -3.65410 -0.88239
H 7.04721 -2.31437 -0.32011
C -6.14122 4.09517 -1.28253
Si -5.42235 3.03461 -2.66215
C -6.57636 1.63441 -3.10568
C -5.03406 4.06231 -4.17714
C -3.86373 2.32851 -1.92255
C -2.80896 2.52898 -1.26707
H -7.04984 4.63879 -1.56774
H -5.39346 4.83004 -0.94739
H -6.37846 3.45389 -0.42017
H -7.50777 2.04102 -3.52412
H -6.13131 0.95952 -3.85088
H -6.82720 1.04243 -2.21562
H -4.32391 4.86922 -3.94736
H -4.59785 3.45402 -4.98300
H -5.95465 4.51997 -4.56063

Löwdin population analysis, charges in e, atoms 1 to 5:
1 O -0.144
2 C -0.126
3 C -0.064
4 H 0.123
5 H 0.110

(2)
A molecular structure, C24H38AuF5N5OPS at a distorted geometry. Source: the OMol25 dataset; level of theory: ωB97M-V/def2-TZVPD.

Orbital gap (spin up / spin down) in eV: 5.128 / 5.130
Highest occupied orbital energy (spin up / spin down) in eV: -14.14 / -14.14
Net charge: +2
Maximum force in Eh/bohr: 0.111
Energy relative to the best compared isomer or geometry (same formula, charge and spin) in kcal per mole: 69.02

Element x y z (Å)
Au 0.44673 0.01131 -2.00492
F 2.95386 5.72934 1.33999
C 2.27750 4.94360 0.56500
C 2.47433 3.56270 0.64520
F 3.32347 3.05895 1.51635
C 1.77013 2.72020 -0.18069
F 2.03339 1.43330 -0.10074
C 0.78894 3.20373 -1.07253
S -0.21161 2.23695 -2.07617
C 0.60020 4.60732 -1.11340
F -0.31862 5.10653 -1.90713
C 1.34817 5.46530 -0.33807
F 1.17420 6.76351 -0.42875
C 1.97261 -4.98944 -2.12466
C 3.10878 -3.96958 -2.03042
N 3.16434 -3.05461 -3.17197
C 4.17320 -3.33409 -4.20185
C 3.70891 -4.35511 -5.24043
C 2.30575 -2.04456 -3.28061
C 2.35497 -1.17771 -4.50265
N 1.40658 -1.77860 -2.35687
H 1.95489 -5.59571 -1.21984
H 2.12143 -5.65677 -2.97089
H 1.00334 -4.50411 -2.24101
H 4.05998 -4.49448 -1.98614
H 3.02137 -3.38737 -1.10824
H 5.05746 -3.71903 -3.69620
H 4.46141 -2.40698 -4.68985
H 3.61205 -5.34597 -4.79984
H 4.44334 -4.41491 -6.04241
H 2.74852 -4.07397 -5.67283
H 2.38853 -1.78349 -5.40564
H 3.23432 -0.53221 -4.48872
H 1.47095 -0.54868 -4.53956
H 1.39466 -2.40680 -1.56403
O -0.95808 -0.37194 0.07104
P -1.61341 0.20183 1.25919
N -0.73690 0.39990 2.64897
C 0.45454 1.26059 2.64733
C 1.10740 0.96075 3.99088
C 0.86295 -0.54437 4.13245
C -0.56706 -0.70408 3.61622
N -2.07841 1.77391 0.88587
C -2.56508 2.79464 1.80349
C -2.34399 4.08572 1.02106
C -2.62531 3.66612 -0.42895
C -2.22663 2.18797 -0.48042
N -2.92664 -0.66484 1.74896
C -3.82376 -0.27931 2.83734
C -4.50580 -1.59557 3.19142
C -4.69717 -2.23816 1.81106
C -3.42762 -1.85414 1.04388
H 0.18504 2.31328 2.51890
H 1.13099 0.97618 1.83450
H 0.59249 1.50038 4.78759
H 2.16157 1.22949 4.01508
H 0.97282 -0.89224 5.15667
H 1.55990 -1.09768 3.50041
H -1.28338 -0.58361 4.43412
H -0.74980 -1.67562 3.15518
H -2.03656 2.75235 2.75425
H -3.63524 2.64890 1.99310
H -1.30864 4.41456 1.13027
H -2.99433 4.88842 1.35884
H -2.06002 4.25778 -1.14715
H -3.68201 3.78213 -0.67104
H -1.23548 2.03110 -1.03472
H -2.94177 1.56223 -1.02491
H -4.57895 0.43405 2.48051
H -3.27227 0.18645 3.65475
H -5.44511 -1.44754 3.71887
H -3.84850 -2.20770 3.81115
H -5.57663 -1.81413 1.32558
H -4.82477 -3.31625 1.86737
H -3.61209 -1.64408 -0.01255
H -2.67439 -2.64607 1.08395

Löwdin population analysis, charges in e, atoms 1 to 5:
1 Au 0.700
2 F 0.225
3 C -0.098
4 C -0.135
5 F 0.173

(3)
A molecular structure, C24H38Br34N2O7P3S2 at a distorted geometry. Source: the OMol25 dataset; level of theory: ωB97M-V/def2-TZVPD.

Orbital gap in eV: 8.229
Highest occupied orbital energy in eV: -10.80
Net charge: +1
Maximum force in Eh/bohr: 0.116

Element x y z (Å)
C -4.01721 3.94725 2.37659
C -4.52100 2.53683 2.63030
C -5.76435 2.22190 1.78433
O -5.71851 0.91303 1.21622
C -4.83004 0.76491 0.25239
O -4.55234 1.60951 -0.50038
C -4.12593 -0.58220 0.13829
S -2.35842 -0.28858 -0.07006
C -1.78235 -1.52999 -1.25318
C -1.02866 -2.72318 -0.61629
C 0.49618 -2.50126 -0.40165
P 1.44503 -4.11658 -0.29240
C 2.78840 -3.69965 0.93757
O 2.22368 -4.32113 -1.74934
C 1.19071 -1.61377 -1.44744
N 0.33601 -0.40374 -1.75581
P 1.18997 0.85191 -2.80232
N 2.86870 0.62423 -2.52421
O 0.85031 2.30063 -2.05617
C -0.92024 -0.94475 -2.35856
P -1.80849 0.24643 -3.53867
O -1.97221 1.66487 -2.74065
Br -3.91077 -0.55698 -3.71379
O -4.82984 2.47033 4.03909
C -4.29378 1.26282 4.51593
O -3.19303 1.19085 4.78240
C -5.28170 0.06985 4.65250
S -4.49451 -1.34509 3.79934
H -3.11093 4.07393 2.96545
H -3.81452 4.06387 1.31603
H -4.74222 4.66709 2.74439
H -3.74928 1.80015 2.39413
H -6.60938 2.24625 2.46663
H -5.96151 3.00532 1.06090
H -4.54296 -1.16131 -0.68314
H -4.32868 -1.15865 1.03945
H -2.66639 -1.95070 -1.72506
H -1.44183 -3.03917 0.33138
H -1.14417 -3.56264 -1.30898
H 0.61532 -2.03383 0.57729
H 2.47439 -2.88711 1.58747
H 3.71441 -3.40480 0.41604
H 2.96835 -4.60043 1.51743
H 2.77549 -5.12477 -1.76517
H 1.45269 -2.12025 -2.37406
H 2.13772 -1.29870 -1.01372
H 0.18060 0.03145 -0.83812
H 3.26960 1.54695 -2.70214
H 3.07645 0.45546 -1.53723
H 0.24184 2.16438 -1.31146
H -0.62098 -1.79594 -2.96960
H -2.76011 1.61509 -2.16215
H -6.20341 0.35513 4.15734
H -5.53486 -0.14509 5.67743
H -5.48300 -1.79733 2.99880
C 6.84445 -2.07391 -0.69101
Br 6.77264 -0.19112 -1.09340
Br 7.39686 -2.40183 1.12369
Br 5.16608 -2.95067 -1.06713
H 7.58999 -2.50994 -1.34123
C 2.55592 5.12166 -4.00627
Br 2.31756 4.19165 -2.33105
Br 1.34276 6.60835 -4.18120
Br 4.38672 5.65247 -4.27441
H 2.30823 4.41988 -4.79178
C 10.84767 -3.36458 2.32365
Br 10.18013 -3.55186 4.12203
Br 11.60378 -1.61797 2.02583
Br 12.08594 -4.76890 1.86696
H 10.00045 -3.46061 1.66062
C -5.13867 0.68895 -7.91697
Br -3.51793 1.40609 -7.14913
Br -5.03733 -1.22007 -8.16861
Br -6.63359 1.21011 -6.82399
H -5.27189 1.13581 -8.89168
C -7.39934 2.04118 8.10939
Br -6.48496 2.26115 6.42264
Br -7.63878 3.72462 9.01201
Br -9.06564 1.09751 7.89334
H -6.76688 1.43035 8.73746
C -7.52278 5.27592 -5.90430
Br -8.06760 5.65319 -7.71350
Br -8.81860 4.18713 -4.97793
Br -5.76427 4.49238 -5.84169
H -7.47045 6.22095 -5.38370
C 4.51158 -5.54173 -4.55849
Br 3.84407 -3.73713 -4.67756
Br 6.17816 -5.74477 -5.49346
Br 4.66007 -6.15431 -2.72527
H 3.78951 -6.18062 -5.04624
C 11.40419 0.61891 5.98073
Br 9.59129 0.00582 6.21151
Br 12.67575 -0.80550 6.23781
Br 11.65261 1.50198 4.28468
H 11.59091 1.35505 6.74892
C -1.12474 -4.06585 4.14377
Br -0.27105 -4.27313 2.41899
Br -0.99790 -2.25160 4.78165
Br -2.94808 -4.68569 4.10662
H -0.58715 -4.69129 4.84229
C 5.54756 -1.44124 6.10952
Br 6.45427 -1.62228 4.41740
Br 5.60714 0.37216 6.75442
Br 3.74121 -2.11251 6.02334
H 6.08077 -2.05168 6.82437
C -1.23734 5.08243 -6.44714
Br -2.64025 5.12885 -7.75517
Br -1.88029 4.53801 -4.71820
Br 0.22678 3.97070 -7.03854
H -0.84777 6.08473 -6.33789

Löwdin population analysis, charges in e, atoms 1 to 5:
1 C -0.004
2 C -0.327
3 C -0.085
4 O 0.031
5 C -0.607

(4)
3 unconnected molecules or ions with the total composition C24H38BrCl3N3O5P2S at a distorted geometry. Source: the OMol25 dataset; level of theory: ωB97M-V/def2-TZVPD.

Orbital gap in eV: 6.235
Highest occupied orbital energy in eV: -11.85
Net charge: +1
Maximum force in Eh/bohr: 0.181

Element x y z (Å)
C 4.63226 -4.21045 1.87968
C 3.60155 -3.16932 1.07534
Cl 3.68035 -2.82079 -0.75163
C 2.56225 -2.51427 1.92289
Cl 2.54347 -2.88195 3.76907
C 1.40417 -1.46911 1.39357
C 0.00494 -2.22540 0.87376
P -0.29755 -4.10973 0.92384
C 0.73674 -4.98236 -0.47046
O 0.29243 -4.83353 2.42091
C -1.16728 -1.23846 0.30233
C -2.54417 -1.96455 -0.25072
C -3.50362 -2.58966 0.92070
C -3.79015 -4.22392 0.70936
Cl -2.98464 -2.20560 2.65726
C -0.89127 0.38761 0.29912
P -2.40107 1.42217 -0.37270
O -2.55130 0.96517 -2.08321
Br -4.30576 0.93842 0.77969
N 0.42239 1.04216 0.78116
C 0.45275 2.55218 0.63226
C -0.43794 3.26922 1.85372
C -0.68227 2.28580 3.14212
O -0.88729 3.18031 4.31993
C 1.58026 0.19483 1.35909
S 3.10596 1.05727 1.98180
C 4.34033 0.08812 2.95657
O 2.73246 2.30326 2.87925
O 3.83259 1.68364 0.72899
H 4.02001 -5.04773 2.47034
H 5.19804 -3.59718 2.72564
H 5.41980 -4.70043 1.16258
H 1.53046 -5.71364 -0.01895
H -0.04350 -5.64671 -1.07129
H 1.16028 -4.18549 -1.21541
H 1.14461 -5.29769 2.16602
H -3.20237 -1.29228 -0.94533
H -2.17446 -2.87162 -0.92895
H -4.57591 -2.08554 0.77459
H -3.36154 -4.78198 1.66256
H -3.22441 -4.66514 -0.21712
H -4.93021 -4.47975 0.62674
H -1.69027 1.35283 -2.47428
H 1.51252 3.04230 0.70271
H 0.02485 2.93405 -0.41620
H 0.09153 4.26912 2.22470
H -1.47892 3.58965 1.42351
H -1.69503 1.72486 2.96358
H 0.22948 1.59013 3.38227
H -0.41476 2.80846 5.12409
H 3.95825 -0.41928 3.94198
H 4.82725 -0.71927 2.22428
H 5.24303 0.82045 3.22862
C -6.71147 -0.27377 -5.49387
C -6.29475 -0.23813 -4.02926
C -4.78850 -0.40348 -3.82836
C -4.31063 -1.72257 -4.26259
N -3.93455 -2.76315 -4.61393
H -6.48314 -1.24113 -5.95266
H -7.79057 -0.11125 -5.58218
H -6.20178 0.50729 -6.06580
H -6.83715 -1.01767 -3.48082
H -6.60157 0.72486 -3.60351
H -4.55778 -0.27352 -2.76445
H -4.25063 0.38432 -4.36788
C 5.64690 5.64557 -0.66446
C 4.60617 4.58469 -0.99830
C 3.34877 5.15980 -1.64997
C 2.61276 6.05358 -0.74643
N 2.03737 6.76572 -0.03268
H 5.26715 6.36322 0.06983
H 6.53957 5.17614 -0.23851
H 5.94693 6.19644 -1.56082
H 4.34239 4.03811 -0.08489
H 5.05704 3.85926 -1.68621
H 2.69310 4.33173 -1.94394
H 3.61504 5.69477 -2.56863

Löwdin population analysis, charges in e, atoms 1 to 5:
1 C -0.124
2 C -0.568
3 Cl 0.577
4 C -0.577
5 Cl 0.598